Record 1
Formula: C5H16NO2
Source: the Open Molecules 2025 dataset
Level of theory: wB97M-V/def2-TZVPD

Computed properties:
Net charge: +1
Kohn-Sham gap: 4.2843 eV
E_HOMO: -13.6 eV
Energy above the lowest of the compared OMol25 structures with the same formula, charge and spin: 8.184 eV

XYZ file:
```
24
Properties=species:S:1:pos:R:3:forces:R:3:mulliken_charge:R:1
C -1.815 -2.306 1.170 -0.5 0.8 -2.1 -1.0425
C -0.638 -1.976 2.059 0.1 0.4 1.3 -0.3088
C 0.257 -0.921 1.519 -0.6 -1.3 -0.7 0.3284
C 0.701 0.151 2.282 -0.6 1.2 -0.1 -0.2285
C 1.454 1.300 1.786 -0.8 -0.8 1.8 -0.7285
N 0.000 -1.439 -2.091 1.3 -0.2 0.1 -0.5472
H -2.611 -1.549 1.187 0.1 -0.3 0.5 0.3325
H -2.235 -3.302 1.244 0.1 0.0 0.6 0.3680
H -0.124 -2.946 2.207 0.5 0.3 -0.2 0.3011
H -0.959 -1.692 3.073 0.1 -0.1 -0.2 0.3072
H 0.403 -0.930 0.443 0.5 -0.1 0.2 0.2436
H 0.241 0.159 3.268 0.3 0.4 0.1 0.2921
H 1.374 2.172 2.433 0.1 -0.1 0.2 0.3556
H 1.052 1.664 0.778 0.0 -0.8 -1.5 0.2906
H 2.479 0.986 1.666 0.6 0.2 -1.0 0.3535
H 0.887 -1.599 -2.572 -0.3 -0.4 0.0 0.2847
H -1.462 -2.229 0.133 0.0 -0.3 0.0 0.2148
H -0.737 -1.503 -2.777 -0.3 0.5 -0.1 0.2833
H -0.075 4.252 -5.156 0.3 0.7 -0.1 0.3173
H -0.081 4.975 -3.867 -0.2 0.3 0.9 0.3006
O 0.229 5.090 -4.755 -0.2 -1.0 -0.8 -0.6175
H 0.760 1.370 -1.594 0.2 0.3 0.2 0.2506
H 0.166 -0.523 -1.630 -0.7 0.1 0.3 0.3094
O 0.734 0.795 -0.807 -0.1 0.4 0.5 -0.6601
```
Positions in Å, forces in eV/Å.

***

Record 2
Formula: C5H16NO2S
Source: the Open Molecules 2025 dataset
Level of theory: wB97M-V/def2-TZVPD

Computed properties:
Net charge: -2
Kohn-Sham gap (spin up / spin down): 2.2699 / 5.9907 eV
Expectation value of S²: 0.751
E_HOMO (spin up / spin down): 3.4 / -0.4 eV
2S+1: 2

XYZ file:
```
25
Properties=species:S:1:pos:R:3:forces:R:3:mulliken_charge:R:1
C 0.359 0.919 1.409 2.9 1.2 -1.3 -1.2830
N 0.581 0.210 0.079 -4.1 0.5 3.2 0.3716
C -0.674 0.398 -0.803 1.9 -1.4 0.6 0.2204
C -0.344 -0.636 -1.881 -2.5 1.4 -1.5 -0.9096
S -1.465 -0.204 -3.404 0.2 -1.7 0.4 -0.7435
C -0.749 1.804 -1.411 0.8 1.6 0.9 -1.4855
C 1.268 0.316 2.485 -1.5 5.7 1.5 -3.2099
H 0.483 2.091 1.297 0.4 -1.9 0.2 0.1182
H -0.629 0.893 1.718 -2.1 -0.7 0.3 0.7554
H 1.454 0.507 -0.260 1.0 0.6 -1.2 0.3493
H -1.550 0.113 -0.142 1.0 0.7 -0.9 0.1550
H 0.552 -0.132 -2.170 1.4 -1.1 -0.6 0.3479
H -0.321 -1.714 -1.546 0.2 1.4 -0.5 0.2732
H 0.171 2.405 -1.103 -0.6 -0.9 -0.9 0.2276
H -1.467 2.370 -0.879 -1.2 0.6 1.0 0.4474
H -1.107 1.989 -2.446 1.0 -0.9 0.5 0.2822
H 2.263 0.356 2.248 2.7 -0.1 -0.9 0.2365
H 1.238 0.962 3.492 -0.1 -0.9 -1.8 1.4931
H 1.041 -0.584 2.840 -1.2 -4.0 0.9 0.4306
H -2.274 -1.550 0.274 -2.0 -0.2 -1.1 0.3880
H -3.178 -1.987 -0.941 0.5 -0.3 -1.3 0.3167
O -3.217 -1.580 -0.094 1.4 0.4 2.5 -0.7104
H 1.716 -2.394 0.275 1.9 0.2 0.3 0.2833
H 3.162 -1.916 0.633 1.1 2.6 1.1 0.4463
O 2.689 -2.638 0.329 -3.0 -2.7 -1.3 -0.8007
```
Positions in Å, forces in eV/Å.